# 1
Molecular formula: C6H37NO11
Method: DFT, the ωB97M-V functional and the def2-TZVPD basis

Properties
Orbital gap (eV): 8.62
SMILES: CCCCNCC.O.O.O.O.O.O.O.O.O.O.O
ΔE to the lowest compared entry with this formula, charge and spin (kcal/mol): 100.3
E_LUMO (eV): 0.02
Largest force on an atom (eV/A): 3.2
DFT total energy (eV): -30833.3197

XYZ file:
```
55
Properties=species:S:1:pos:R:3:mulliken_charge:R:1
H 2.10068 3.33749 1.12447 0.32
H -0.91979 1.65291 -0.97579 0.00
O -0.22015 -2.10081 3.47869 -0.68
H 3.60930 -0.27119 -2.16192 0.50
C 3.04683 -0.29513 -1.21728 -0.80
H -0.76718 -2.31240 -4.01836 0.29
H -1.82500 0.82263 1.31479 0.66
H -0.33316 -1.23279 3.07720 0.36
O 2.13480 2.68368 1.84521 -0.59
H -1.81134 -4.48098 -1.24210 0.29
H -2.54540 -0.40141 -2.25386 0.27
H -1.81831 -3.18856 3.05689 0.32
H -0.65666 2.12466 1.43130 0.36
H -2.54824 -4.50639 0.05491 0.31
C 1.47337 -0.34011 -1.51866 -0.65
H 0.84612 0.75080 4.24761 0.32
N 0.94171 0.72784 -0.63708 0.19
H -3.13076 -1.55525 1.49909 0.33
H -0.79434 -0.16997 -0.73242 0.20
H -0.05276 0.64836 1.80317 -0.13
H -3.36432 0.91855 -2.67038 0.27
O -0.66904 -2.96730 -3.31723 -0.57
H -2.92973 -4.16130 2.80389 0.30
H 4.27626 -0.56152 0.52877 0.19
H -0.49310 1.39856 4.05943 0.30
H 1.34503 4.16431 -0.94873 0.44
O -3.50469 3.36997 -3.07980 -0.61
C 3.64162 -1.25178 -0.14511 -0.17
H 0.36937 -2.02455 4.23035 0.29
C -0.50408 0.83449 -0.37726 -0.12
H -1.18844 -3.72569 -3.60852 0.29
H 3.05670 2.42224 1.91777 0.27
H 1.23955 -1.31239 -1.12644 0.29
H -0.98821 4.63238 -0.99987 0.31
H 3.02396 -2.73370 1.44372 0.42
O -2.56744 0.55960 -2.28018 -0.52
H -3.38212 2.47649 -3.40407 0.28
H 1.26813 -0.04481 -2.55952 0.39
O -0.09774 0.55035 4.29507 -0.66
C 2.67057 -1.84711 0.86029 -1.02
H 3.36437 0.72041 -0.90438 0.19
O -0.17780 5.09310 -1.28491 -0.67
H -2.70882 3.55783 -2.57688 0.29
H 1.75647 -2.23746 0.36532 0.28
H 4.16177 -2.11604 -0.57514 0.27
O -2.52084 -3.38020 2.41125 -0.59
H -2.60894 -0.52613 0.47195 0.32
H 1.47992 0.60996 0.22529 -0.01
O -2.71257 -4.48407 -0.89743 -0.62
O -3.35095 -1.10765 0.66983 -0.65
O 2.14002 3.61213 -0.93020 -0.76
H 2.07082 2.70364 -1.23639 0.26
H 2.40073 -1.10994 1.59653 0.15
C -0.79260 1.06631 1.08852 -1.07
H -0.43360 5.00792 -2.22141 0.34
```

# 2
Molecular formula: C6H37NO13
Method: DFT, the ωB97M-V functional and the def2-TZVPD basis

Properties
Orbital gap (eV): 9.81
ΔE to the lowest compared entry with this formula, charge and spin (kcal/mol): 18.1
E_LUMO (eV): 0.32
Largest force on an atom (eV/A): 3.6
DFT total energy (eV): -34932.0488

XYZ file:
```
57
Properties=species:S:1:pos:R:3:mulliken_charge:R:1
H -1.26672 -2.09433 1.03853 -0.08
O -2.70534 -0.74922 2.58527 -0.74
C -0.17231 -2.11468 0.62951 0.19
O -1.89735 -0.26892 -1.57251 -0.99
H 2.81188 1.87326 -1.95178 0.43
H 3.37015 1.52704 -0.54543 0.36
H -0.32560 -4.01996 -0.25930 0.56
H -3.67933 -3.63289 3.86527 0.30
H 2.62293 2.71021 1.39680 0.42
O -0.79063 -2.26475 3.65979 -0.74
O 0.02258 1.71664 -4.06354 -0.81
H 0.47753 -2.46333 1.42632 0.49
H 0.10621 0.69857 -3.81479 0.51
H 0.86447 -1.04279 -2.83279 0.46
H -0.17916 1.74962 -4.98775 0.27
H 1.51417 0.75010 2.99629 0.61
H 2.36223 0.22739 1.64554 0.40
H 1.57793 -0.95841 2.65766 0.32
H 1.09716 1.74607 -0.00219 0.03
H -1.17445 -0.33894 -0.91528 0.44
N 0.17216 -0.73521 0.19220 0.33
H 2.84060 -1.44166 -2.73677 0.34
H -1.12248 2.19435 -2.96708 0.50
H -0.42594 -1.69604 4.35262 0.36
C 0.22406 1.64262 0.65191 -0.23
H -3.29497 -1.23127 3.15800 0.40
H 1.24848 2.61531 -3.26865 0.44
H 0.92108 -3.04902 -1.01648 0.16
O -1.81609 2.33907 -2.22651 -0.80
C 1.46341 0.06726 2.18151 -1.94
H -3.97784 -2.02664 -0.16498 0.30
H -1.43263 3.07729 -1.67060 0.30
O 2.31100 -1.23096 -1.99686 -0.68
H -1.33156 -1.60095 3.13240 0.35
O 1.22977 3.32605 2.00220 -0.57
O 1.94748 3.11767 -2.79528 -0.73
H 2.69240 -0.33223 -1.74161 0.31
H -2.35391 -2.78507 4.19983 0.41
H -2.01203 0.63765 -1.72569 0.43
C 0.22820 2.70639 1.72748 -0.28
H 2.50263 3.49363 -3.47080 0.29
H -3.06604 -0.74415 -0.50798 0.46
O 3.49075 2.29634 0.96127 -0.69
O -3.75586 -1.13072 0.14569 -0.75
O 0.05179 -0.75095 -3.35109 -0.88
O 3.29135 1.19194 -1.46511 -0.81
H -0.69216 2.81416 2.29213 0.42
H -0.66275 1.72102 0.02391 0.15
H -0.68125 -0.75335 -2.75986 0.38
H 0.98093 -0.72498 -0.33609 -0.05
H -3.04624 -0.82108 1.63523 0.33
H 4.16341 2.97525 1.03644 0.25
C -0.09615 -3.05443 -0.56227 -1.45
H -0.77039 -2.75541 -1.31712 0.26
H -0.72396 0.15005 1.89253 0.39
O -3.36795 -2.79249 4.22635 -0.74
C 0.23438 0.23985 1.31353 0.61
```

# 3
Molecular formula: C6H38N2O12
Method: DFT, the ωB97M-V functional and the def2-TZVPD basis

Properties
Orbital gap (eV): 9.29
ΔE to the lowest compared entry with this formula, charge and spin (kcal/mol): 73.7
E_LUMO (eV): 0.21
Largest force on an atom (eV/A): 3.5
DFT total energy (eV): -34386.9575

XYZ file:
```
58
Properties=species:S:1:pos:R:3:mulliken_charge:R:1
H 3.19271 1.31836 0.57470 0.34
H 2.39121 -3.26915 1.49373 0.30
H 0.04284 3.60904 0.19057 0.42
C 1.47375 -3.07442 2.08802 -1.44
H 3.44460 2.03390 -3.27072 0.28
O 1.23008 -0.00700 3.32508 -1.07
H 1.27330 -0.55979 -4.06541 0.31
H -1.75103 1.51382 -1.22483 -0.46
C 0.12956 0.20484 0.43567 0.57
H -4.25069 -0.36514 -0.08892 0.29
H -0.79860 -0.19511 0.04595 -0.87
O -3.93772 0.34147 -2.98901 -0.68
H -2.23077 -1.36202 2.32007 0.37
H 3.49818 1.04143 -0.82671 0.49
N 1.03754 -0.84217 0.94732 0.64
H -2.76933 -0.02839 -0.12987 0.28
H 1.77643 -0.89843 0.22183 0.50
H 1.17677 1.80399 1.26166 0.43
H -2.01006 -2.73658 -0.65060 0.21
H -2.72744 -1.76668 -3.98686 0.30
O -1.28328 -0.70855 3.95673 -0.67
H -0.39048 -0.38148 3.64933 0.45
H -3.89739 -1.40278 -3.08217 0.37
H -1.58404 -0.34834 4.80398 0.25
H 0.92302 -4.04450 2.01649 0.43
H -4.26714 0.33809 -2.05840 0.43
H 0.12083 0.21597 -3.86397 0.29
O -3.01324 -1.52566 1.76651 -0.53
H -2.04659 3.24801 -1.17548 0.49
H 3.99102 -0.97325 0.68644 0.30
C 0.47723 -2.13954 1.44005 0.32
H 4.57933 -0.09238 -0.44237 0.34
H 3.86357 1.21730 2.52517 0.27
O 3.95998 -0.80628 -0.26502 -0.72
O 3.24812 1.80485 -0.28826 -0.80
O -1.91510 -1.76655 -0.60928 -0.41
O -3.64489 0.34736 -0.31493 -0.78
H 1.73006 -2.93386 3.12125 0.31
O 0.44630 -0.39514 -4.55345 -0.65
C -1.28455 2.47372 -1.03353 0.21
O 3.33254 0.49568 2.15578 -0.67
C 0.36050 1.48773 0.63302 0.20
H 2.53241 2.24195 -2.06437 0.31
C -0.47289 2.67055 0.26649 -1.32
H -3.85864 -1.47857 2.22084 0.25
O -3.24444 -2.12703 -3.26225 -0.68
H -0.62454 3.10373 -2.87697 0.20
H 1.44402 -0.49348 4.13788 0.16
N -0.25913 2.52383 -2.13273 -0.38
O 2.52391 2.02256 -3.00335 -0.60
H -0.41323 -1.92218 2.04228 -0.27
H 0.67466 2.78933 -1.88234 0.09
H -1.26744 2.92332 1.02734 0.40
H 1.50364 -0.49956 1.87125 -0.03
H 0.04680 -2.68214 0.58644 0.35
H -3.26587 1.02577 -2.95393 0.29
H -1.68579 -1.50355 -1.51477 0.24
H 2.46944 0.53312 2.79863 0.35
```

Q: What is the largest force on an atom in the second record?
A: 3.6 eV/A